(1)
C4H8NO | ωB97M-V with the def2-TZVPD basis set

As for the SMILES: C1C[C@H]2O[C@H]2[NH2+]1. As for the spin multiplicity: 1. The value obtained for the energy relative to the best compared isomer or geometry (same formula, charge and spin) is 2.3368 eV. The charge is +1. The calculation puts the largest force on an atom at 4.5 eV/Å.

Structure (XYZ):
```
14
Properties=species:S:1:pos:R:3:forces:R:3
C 0.71934 0.01878 0.74213 -1.9 -1.1 1.1
C 0.16798 -1.20007 -0.00584 -0.2 0.6 0.4
C -1.23472 -0.86380 -0.33848 0.1 4.2 0.4
O -1.82252 -0.01296 0.64561 -0.3 -0.4 1.1
C -1.29352 0.82473 -0.30322 -0.4 -4.4 -0.6
N 0.16481 1.21782 -0.00726 -1.8 -1.8 0.0
H 0.34993 -0.11549 1.82635 0.1 1.2 -1.8
H 1.73738 0.18528 0.84518 2.1 -0.1 -0.3
H 0.59495 -1.45020 -0.96888 0.9 -0.4 0.2
H 0.06831 -1.97525 0.73076 0.8 -1.0 -0.1
H -1.81156 -1.66048 -0.80578 -0.5 0.9 -0.4
H -2.04740 1.35679 -0.86472 0.8 0.9 -0.1
H 0.43258 2.03722 0.49902 -0.4 1.2 0.2
H 0.52861 1.20004 -0.94997 0.8 0.5 -0.2
```
Positions in Å, forces in eV/Å.

***

(2)
C4H8NO | ωB97M-V with the def2-TZVPD basis set

As for the SMILES: C[C@H]1[NH2+][C@@H]1C=O. As for the spin multiplicity: 1. The value obtained for the energy relative to the best compared isomer or geometry (same formula, charge and spin) is 2.1785 eV. The charge is +1. The calculation puts the largest force on an atom at 3.4 eV/Å.

Structure (XYZ):
```
14
Properties=species:S:1:pos:R:3:forces:R:3
C -1.44814 -0.12280 -0.46113 2.5 -0.2 -1.3
C -0.00628 0.17501 -0.56938 1.8 -0.7 1.7
N 0.54213 0.98539 0.55932 3.2 0.0 -1.1
C 1.02955 -0.43793 0.55435 -1.5 1.1 -2.1
C 2.41286 -0.60481 -0.01105 -2.6 -0.9 0.3
O 2.92175 0.35019 -0.49158 1.7 0.6 -0.5
H -1.66252 -0.08448 0.53057 -1.4 -1.1 2.8
H -1.68129 -0.91684 -1.11914 -0.6 -1.2 0.1
H -1.84142 0.72720 -0.85182 -1.9 2.5 -1.4
H 0.32585 0.54594 -1.56204 0.5 -0.7 0.9
H -0.01382 1.39763 1.30325 0.0 -0.1 0.0
H 1.45816 1.50071 0.24915 -1.9 -0.3 0.7
H 0.81171 -1.15687 1.32348 -1.1 0.2 0.2
H 2.57067 -1.71693 -0.05004 1.3 0.8 -0.3
```
Positions in Å, forces in eV/Å.

***

(3)
C4H8NO | ωB97M-V with the def2-TZVPD basis set

As for the spin multiplicity: 3. The value obtained for the energy relative to the best compared isomer or geometry (same formula, charge and spin) is 3.4216 eV. The charge is +1. The calculation puts the largest force on an atom at 6.1 eV/Å.

Structure (XYZ):
```
14
Properties=species:S:1:pos:R:3:forces:R:3
C -0.56845 1.19127 -0.40437 1.8 3.9 -4.3
C 0.01030 0.10785 -1.13500 -3.0 2.8 3.3
C 2.24439 -0.07034 -1.25373 0.0 -0.1 0.1
C -1.01951 -0.64264 1.37675 0.0 -1.1 0.6
N -0.62690 0.08229 0.20747 1.3 -5.5 0.8
O -1.73329 0.15652 2.22314 -0.4 0.4 0.3
H -0.83721 2.21836 -0.26734 0.0 0.2 -0.1
H -0.43135 -0.40150 -1.97555 0.8 -0.6 -0.5
H 2.54898 0.51611 -0.40512 -0.2 0.2 0.2
H 2.38399 0.37132 -2.22308 -0.2 0.1 -0.3
H 2.34527 -1.13653 -1.17593 -0.1 -0.3 0.0
H -1.53295 -1.55715 1.04273 0.0 0.2 0.1
H -0.09040 -0.94168 1.88961 -0.2 0.0 -0.1
H -2.69287 0.10612 2.10043 0.3 -0.1 -0.1
```
Positions in Å, forces in eV/Å.

***

(4)
C4H8NO2 | ωB97M-V with the def2-TZVPD basis set

As for the spin multiplicity: 1. The value obtained for the energy relative to the best compared isomer or geometry (same formula, charge and spin) is 5.5097 eV. The charge is -1. The calculation puts the largest force on an atom at 4.8 eV/Å.

Structure (XYZ):
```
15
Properties=species:S:1:pos:R:3:forces:R:3
C 0.02985 1.49087 1.14194 1.4 0.2 0.4
N -0.65065 1.16854 -0.05025 -0.2 0.2 0.7
C -1.12701 -0.90119 -1.25281 -0.1 -0.1 -0.5
C -0.05461 0.09996 -0.75396 0.9 -1.2 -0.2
C 1.01359 -0.85916 -0.00132 -0.6 1.0 -4.7
O 0.41738 -1.53711 0.99943 2.4 2.4 1.1
O 2.20127 -0.80695 -0.28263 -0.4 -1.0 0.6
H -0.17680 0.80328 2.02188 0.1 0.3 -0.1
H 1.17331 1.54095 1.06998 -0.3 -0.6 -0.1
H -0.03518 2.50808 1.57897 -1.0 -0.1 -0.4
H 0.85637 -0.46966 1.20277 -2.1 -1.9 3.5
H -1.78308 -1.10736 -0.40647 0.0 0.0 -0.1
H -0.77420 -1.86737 -1.65751 0.4 0.3 0.2
H -1.72513 -0.48994 -2.06517 -0.1 0.4 0.1
H 0.63491 0.42706 -1.54485 -0.2 0.1 -0.7
```
Positions in Å, forces in eV/Å.